No. 1
{
  "formula": "C14H30N4O3S3",
  "method": "ωB97M-V/def2-TZVPD",
  "elements": ["C", "S", "O", "C", "H", "H", "H", "H", "H", "H", "C", "S", "O", "C", "H", "H", "H", "H", "H", "H", "C", "S", "O", "C", "H", "H", "H", "H", "H", "H", "C", "C", "N", "H", "H", "H", "C", "C", "N", "H", "H", "H", "C", "C", "N", "H", "H", "H", "C", "C", "N", "H", "H", "H"],
  "xyz": [[0.943, 2.434, -6.180], [-0.169, 3.772, -5.575], [0.483, 4.940, -4.924], [-0.474, 4.476, -7.202], [1.753, 2.226, -5.480], [1.458, 2.811, -7.063], [0.391, 1.555, -6.512], [-1.152, 5.316, -7.054], [-1.017, 3.771, -7.832], [0.451, 4.903, -7.588], [4.830, -2.515, 2.293], [5.014, -1.944, 4.024], [5.392, -3.214, 4.744], [6.591, -1.043, 4.029], [5.600, -3.262, 2.099], [4.941, -1.620, 1.680], [3.787, -2.820, 2.209], [7.042, -1.266, 4.996], [6.621, -0.025, 3.641], [7.216, -1.763, 3.501], [0.117, 0.426, -0.677], [-0.874, -0.978, -1.358], [-0.236, -2.309, -0.685], [-2.487, -0.720, -0.422], [0.671, -0.238, -0.015], [-0.495, 1.076, -0.052], [0.689, 1.032, -1.380], [-2.885, 0.198, -0.854], [-2.270, -0.522, 0.627], [-3.099, -1.613, -0.553], [1.599, -7.385, -3.856], [1.939, -7.851, -5.176], [2.183, -8.268, -6.279], [0.648, -6.862, -3.763], [2.389, -6.755, -3.447], [1.560, -8.253, -3.199], [-0.035, -2.257, 5.940], [-0.007, -0.946, 5.286], [0.043, 0.099, 4.838], [0.913, -2.759, 6.132], [-0.666, -2.837, 5.266], [-0.569, -2.127, 6.881], [-7.257, 0.770, 4.766], [-8.689, 0.202, 4.783], [-9.762, -0.149, 4.735], [-6.634, 0.469, 3.923], [-6.794, 0.399, 5.681], [-7.350, 1.848, 4.896], [-1.932, 6.267, -0.321], [-2.392, 7.203, 0.713], [-2.707, 7.970, 1.532], [-2.731, 6.036, -1.026], [-1.481, 5.377, 0.116], [-1.099, 6.720, -0.858]],
  "forces_ev_per_angstrom": [[0.96, 0.95, -0.55], [-0.73, 0.28, -0.51], [0.78, -0.66, 0.43], [-0.88, 0.05, 0.04], [-0.46, -0.22, 0.36], [0.04, 0.11, -0.10], [-0.22, 0.06, 0.52], [-0.02, -0.03, 0.27], [0.45, -0.10, -0.30], [0.06, -0.46, -0.14], [0.19, 1.45, 0.60], [-0.03, -0.95, 0.53], [-0.32, 0.58, -0.06], [0.46, -1.60, -0.58], [-0.28, -0.05, -0.02], [0.15, -0.09, -0.31], [0.27, -0.45, 0.00], [-0.67, 0.91, 0.55], [-0.05, -0.21, 0.23], [0.24, 0.41, -0.93], [-0.81, -0.84, 0.78], [0.42, -3.15, 1.85], [-1.50, 3.71, -1.72], [1.48, 0.51, -0.44], [0.76, 0.60, 0.08], [-0.12, -0.02, -0.12], [-0.03, -0.56, -0.13], [-0.43, -0.21, -0.10], [0.13, -0.28, -0.01], [0.10, 0.25, -0.15], [0.22, -0.11, 1.12], [0.97, -2.04, -6.14], [-1.15, 2.12, 5.57], [0.07, -0.03, -0.41], [-0.01, 0.13, -0.18], [-0.11, -0.07, 0.04], [-0.97, 0.28, -0.33], [0.93, -1.08, 0.99], [-0.13, 1.10, -0.67], [0.05, 0.41, -0.33], [0.12, -0.55, 0.28], [0.03, -0.16, 0.02], [-1.78, -0.73, 1.12], [4.10, 1.51, -0.66], [-2.10, -0.79, 0.07], [-0.51, 0.09, -0.09], [0.15, -0.02, -0.06], [0.15, -0.05, -0.38], [0.43, 0.29, 0.05], [-0.38, 1.21, 1.38], [0.52, -1.51, -1.57], [0.10, -0.11, 0.15], [-0.47, -0.11, 0.15], [-0.18, 0.24, -0.17]],
  "energy_ha": -2190.51417,
  "molar_mass_g_mol": 398.620,
  "lumo_ha": -0.00147,
  "gap_ev": 8.9,
  "e_above_lowest_kj_mol": 171.9,
  "e_homo_ev": -8.965
}


No. 2
{
  "formula": "C5H11NO",
  "method": "ωB97M-V/def2-TZVPD",
  "elements": ["C", "C", "C", "N", "C", "C", "O", "H", "H", "H", "H", "H", "H", "H", "H", "H", "H", "H"],
  "xyz": [[2.210, -0.252, -1.531], [1.372, -0.535, -0.307], [0.974, 0.450, 0.733], [0.073, 0.109, -0.223], [-1.170, -0.334, -0.219], [-2.290, 0.553, 0.248], [-1.944, 1.360, 1.344], [1.926, -0.895, -2.372], [3.266, -0.436, -1.308], [2.103, 0.792, -1.837], [1.372, -1.580, 0.030], [1.336, 1.440, 0.981], [0.134, -0.482, 1.766], [-1.402, -1.142, -0.911], [-0.595, -0.969, 1.671], [-2.583, 1.245, -0.552], [-3.162, -0.087, 0.454], [-1.619, 0.764, 2.034]],
  "forces_ev_per_angstrom": [[0.03, 0.03, -0.02], [0.07, -0.18, -0.09], [0.06, 0.18, -0.08], [-0.20, -0.07, 0.13], [0.09, 0.11, -0.09], [-0.11, -0.13, -0.26], [0.03, -0.12, 0.24], [0.04, 0.07, 0.12], [-0.15, 0.02, -0.03], [0.01, -0.14, 0.05], [0.00, 0.13, -0.03], [-0.05, -0.12, -0.02], [-0.10, -0.05, -0.01], [0.03, 0.10, 0.10], [0.07, 0.04, 0.00], [0.04, -0.09, 0.05], [0.13, 0.10, 0.00], [0.01, 0.11, -0.06]],
  "energy_ha": -326.91557,
  "molar_mass_g_mol": 101.149,
  "lumo_ha": 0.03779,
  "gap_ev": 8.9,
  "e_above_lowest_kj_mol": 566.5,
  "e_homo_ev": -7.843
}


No. 3
{
  "formula": "C3H2FO3Tb",
  "method": "ωB97M-V/def2-TZVPD",
  "elements": ["O", "C", "C", "H", "H", "F", "Tb", "O", "O", "C"],
  "xyz": [[-0.926, -1.047, 0.692], [-0.464, 0.023, 1.288], [-0.470, 1.243, 0.716], [0.051, -0.083, 2.253], [-0.061, 2.189, 1.053], [-1.267, 1.349, -0.434], [-1.949, -0.891, -1.267], [2.611, -1.243, -0.801], [0.783, -0.665, -2.101], [1.692, -0.875, -1.398]],
  "forces_ev_per_angstrom": [[-1.32, -0.61, -1.43], [1.27, 1.50, 0.10], [0.05, -0.53, 1.32], [-0.17, -0.03, -0.36], [-0.29, -0.25, -0.12], [-0.08, -0.16, -0.72], [0.86, 0.12, 1.02], [-0.83, 0.90, -0.19], [-0.90, 0.56, 0.15], [1.41, -1.49, 0.23]],
  "total_charge": 1,
  "energy_ha": -1265.30402,
  "molar_mass_g_mol": 263.969,
  "multiplicity": 8,
  "lumo_ha": [-0.13978, -0.19004],
  "gap_ev": [8.6, 7.2],
  "e_above_lowest_kj_mol": 0.0,
  "e_homo_ev": [-12.407, -12.415],
  "s2": 15.7709
}